This record from the Open Molecules 2025 dataset describes a 3-piece molecular cluster, C4H7ClO overall. The level of theory is ωB97M-V/def2-TZVPD.

Last column: Löwdin charge in e.
Geometry (Å):
C  0.253  2.004  0.407  -0.011
C  -0.747  1.246  0.089  -0.198
C  -1.729  0.488  -0.276  0.000
H  1.090  2.162  -0.255  0.046
H  0.309  2.494  1.360  0.052
H  -2.594  0.887  -0.780  0.059
H  -1.756  -0.562  -0.027  0.037
C  0.521  -2.549  1.424  -0.138
O  -0.606  -2.160  1.390  -0.004
H  0.785  -3.613  1.307  0.079
H  1.380  -1.875  1.572  0.081
Cl  2.028  0.678  -3.521  0.279
H  1.065  0.801  -2.690  -0.283

ΔE to the lowest compared entry with this formula, charge and spin, eV: 2.823
SMILES: C=C=C.C=O.Cl


This record from the Open Molecules 2025 dataset describes C11H21AlCl2NO as an isolated structure in a non-equilibrium geometry. The level of theory is ωB97M-V/def2-TZVPD.

Last column: Löwdin charge in e.
Geometry (Å):
Al  -0.750  -0.954  2.663  -0.493
Cl  -1.201  1.082  2.136  0.228
Cl  0.560  -2.326  1.645  0.193
C  -0.344  -0.975  4.484  -0.331
H  0.064  -1.863  4.984  -0.119
H  -0.373  -0.089  5.142  -0.109
C  -1.279  -1.067  -1.347  -0.143
C  -1.952  -1.234  -0.264  -0.206
H  -0.367  -1.638  -1.535  0.092
C  -3.259  -0.555  0.047  -0.233
H  -1.675  -2.017  0.457  0.026
C  -3.863  0.153  -1.173  -0.210
H  -3.982  -1.271  0.473  0.111
H  -3.092  0.203  0.836  0.030
C  -2.774  0.856  -1.986  -0.201
H  -4.373  -0.600  -1.783  0.105
H  -4.613  0.882  -0.845  0.101
C  -1.669  -0.117  -2.438  -0.201
H  -3.204  1.359  -2.865  0.099
H  -2.291  1.615  -1.352  0.118
H  -2.023  -0.669  -3.328  0.107
H  -0.783  0.451  -2.755  0.095
C  4.249  0.584  0.373  -0.065
N  2.870  0.978  0.168  -0.163
C  2.349  2.040  0.991  -0.056
C  2.013  0.363  -0.701  -0.494
C  2.517  -0.878  -1.382  -0.011
O  0.879  0.834  -0.880  0.012
H  4.768  1.415  0.866  0.079
H  4.740  0.372  -0.588  0.078
H  4.338  -0.314  1.007  0.095
H  1.696  2.691  0.394  0.089
H  1.746  1.647  1.831  0.077
H  3.200  2.608  1.382  0.076
H  2.704  -1.665  -0.635  0.078
H  1.743  -1.232  -2.069  0.071
H  3.432  -0.668  -1.953  0.075

Total charge: -1
ΔE to the lowest compared entry with this formula, charge and spin, eV: 0.279


This record from the Open Molecules 2025 dataset describes C12H17BFeN6O2 as an isolated structure in a non-equilibrium geometry. The level of theory is ωB97M-V/def2-TZVPD.

Last column: Löwdin charge in e.
Geometry (Å):
H  1.027  3.395  0.845  0.121
N  0.549  1.874  -0.587  -0.120
B  -0.045  0.496  -2.644  -0.456
N  0.327  1.858  -1.969  0.018
C  0.626  3.083  -2.445  -0.048
Fe  1.001  0.480  0.482  0.858
H  0.578  3.305  -3.513  0.131
C  0.898  3.922  -1.358  -0.063
H  1.128  4.971  -1.398  0.092
C  0.823  3.158  -0.199  -0.087
H  0.026  0.580  -3.827  0.107
C  -2.479  -2.494  3.434  -0.050
H  -2.005  -3.109  4.212  0.020
H  -1.777  -2.262  2.616  0.019
H  -3.322  -3.070  3.039  0.016
N  -1.481  0.051  -2.158  -0.049
N  0.926  -0.647  -2.156  0.013
N  -1.649  -0.097  -0.807  0.024
N  1.200  -0.761  -0.794  -0.130
C  -2.664  -0.209  -2.790  -0.084
C  1.720  -1.522  -2.804  -0.047
H  -2.699  -0.127  -3.858  0.104
H  1.737  -1.587  -3.889  0.127
C  -3.616  -0.547  -1.812  -0.065
C  2.400  -2.315  -1.854  -0.052
C  -2.893  -0.446  -0.582  -0.166
C  2.045  -1.825  -0.595  -0.081
H  -4.647  -0.812  -1.931  0.075
H  3.075  -3.133  -2.051  0.093
H  -3.248  -0.611  0.429  0.096
H  2.405  -2.081  0.398  0.118
H  -2.883  -1.621  3.872  -0.006
C  1.654  0.246  4.501  -0.089
O  0.934  0.181  3.267  -0.130
C  1.802  0.377  2.227  -0.532
O  3.037  0.504  2.323  -0.037
H  0.935  0.055  5.285  0.085
H  2.105  1.230  4.595  0.087
H  2.451  -0.490  4.494  0.085

Multiplicity: 5
ΔE to the lowest compared entry with this formula, charge and spin, eV: 3.387
⟨S²⟩: 6.018


This record from the Open Molecules 2025 dataset describes one molecule with the formula C7H8S2 in a non-equilibrium geometry. The level of theory is ωB97M-V/def2-TZVPD.

Last column: Löwdin charge in e.
Geometry (Å):
C  -1.321  -0.092  2.761  -0.136
C  -0.397  0.518  1.785  -0.684
S  1.372  0.598  1.887  0.864
C  0.266  -0.299  0.772  -0.574
C  0.378  -0.271  -0.727  -0.557
C  0.714  0.792  -1.541  -0.161
C  0.784  0.456  -2.872  -0.236
C  0.580  -0.870  -3.207  -0.317
S  0.159  -1.702  -1.664  1.001
H  -0.940  -1.027  3.304  0.103
H  -2.327  -0.368  2.354  0.093
H  -1.600  0.562  3.596  0.070
H  -0.752  1.577  1.655  0.121
H  0.207  -1.473  1.029  0.142
H  1.099  1.847  -1.377  0.141
H  1.089  1.120  -3.646  0.094
H  0.690  -1.368  -4.111  0.034

ΔE to the lowest compared entry with this formula, charge and spin, eV: 2.022
SMILES: C[C@H]1S[C@@H]1c1cccs1


This record from the Open Molecules 2025 dataset describes a 2-piece molecular cluster, C2H8N2O2S2 overall in a non-equilibrium geometry. The level of theory is ωB97M-V/def2-TZVPD.

Last column: Löwdin charge in e.
Geometry (Å):
C  0.684  1.201  -0.743  -0.158
C  -0.448  0.272  -0.514  -0.863
N  -1.589  1.017  1.482  0.127
N  0.935  -2.001  -0.421  -0.109
O  -1.155  -1.919  0.914  -0.349
O  0.844  -0.665  1.736  -0.298
S  -1.657  -0.103  -1.638  0.876
S  -0.014  -1.051  0.657  0.542
H  0.988  1.081  -1.775  0.068
H  1.518  0.822  -0.040  0.093
H  0.448  2.255  -0.404  0.102
H  -1.769  0.090  1.742  -0.055
H  -0.726  1.088  1.972  -0.022
H  0.451  -2.684  -1.080  0.096
H  1.946  -2.286  -0.358  0.092
H  -1.722  -1.216  -0.954  -0.142

Multiplicity: 3
ΔE to the lowest compared entry with this formula, charge and spin, eV: 0.000
⟨S²⟩: 2.008


This record from the Open Molecules 2025 dataset describes an isolated ion of composition C5H9N3 and charge +2 in a non-equilibrium geometry. The level of theory is ωB97M-V/def2-TZVPD.

Last column: Löwdin charge in e.
Geometry (Å):
C  -1.285  0.714  -1.557  -0.060
C  -0.106  -0.700  0.158  0.110
C  0.116  2.406  -0.814  -0.034
C  -0.370  -2.389  2.041  0.002
C  0.493  -1.608  0.954  -0.164
N  -0.861  -0.065  -0.532  0.263
N  -0.761  1.874  -1.767  0.126
N  1.376  2.630  -0.911  0.198
H  -2.250  0.400  -1.917  0.177
H  -0.815  -1.649  2.715  0.099
H  0.506  -2.850  2.487  0.092
H  -1.183  -3.027  1.558  0.130
H  0.974  -2.426  0.291  0.204
H  1.340  -1.167  1.695  0.223
H  -1.128  2.647  -2.491  0.283
H  2.038  2.826  -0.127  0.176
H  1.917  2.385  -1.783  0.176

Total charge: +2
ΔE to the lowest compared entry with this formula, charge and spin, eV: 4.181


This record from the Open Molecules 2025 dataset describes a 2-piece molecular cluster, C6H15N overall in a non-equilibrium geometry. The level of theory is ωB97M-V/def2-TZVPD.

Last column: Löwdin charge in e.
Geometry (Å):
C  2.600  0.223  0.007  -0.448
N  1.268  0.545  -0.528  -0.121
C  -1.544  -0.083  -1.135  0.098
C  -1.266  -0.024  0.256  -0.458
C  -1.171  1.327  0.927  -0.071
C  -2.691  -0.642  0.239  -0.093
C  2.683  -1.309  0.167  -0.166
H  3.467  0.569  -0.658  0.093
H  2.806  0.700  1.007  0.085
H  1.342  1.244  -1.276  -0.022
H  -1.192  -0.868  -1.722  0.075
H  -1.868  0.789  -1.702  0.121
H  -0.418  -0.702  0.603  0.149
H  -1.309  1.272  1.977  0.063
H  -1.959  1.980  0.490  0.091
H  -0.159  1.679  0.660  0.065
H  -3.016  -0.891  1.334  0.155
H  -3.450  0.125  -0.035  0.104
H  -2.869  -1.628  -0.299  0.121
H  2.519  -1.752  -0.825  0.051
H  3.689  -1.688  0.540  0.073
H  1.874  -1.597  0.833  0.036

ΔE to the lowest compared entry with this formula, charge and spin, eV: 7.146


This record from the Open Molecules 2025 dataset describes one molecule with the formula C12H15N3 in a non-equilibrium geometry. The level of theory is ωB97M-V/def2-TZVPD.

Last column: Löwdin charge in e.
Geometry (Å):
C  2.714  0.157  -0.778  -0.036
N  2.046  1.064  -1.352  -0.027
N  0.992  1.633  -0.787  -0.284
C  0.435  2.596  -1.601  -0.109
C  0.915  1.782  0.645  -0.112
C  -0.551  1.418  1.225  -0.114
C  -0.750  -0.025  1.539  -0.222
C  -0.764  -0.400  2.803  -0.107
N  -1.076  -0.690  3.966  0.172
C  -0.787  -1.009  0.489  -0.201
C  -1.091  -0.629  -0.841  -0.028
C  -1.159  -1.542  -1.917  -0.059
C  -0.914  -2.910  -1.628  -0.090
C  -0.855  -3.289  -0.296  -0.115
C  -0.723  -2.376  0.727  -0.052
H  2.569  0.042  0.237  0.023
H  3.474  -0.210  -1.476  0.072
H  -0.562  2.479  -1.798  0.032
H  0.523  3.645  -1.268  0.090
H  1.018  2.534  -2.614  0.133
H  0.847  2.851  0.907  0.115
H  1.690  1.185  1.118  0.097
H  -0.756  1.940  2.155  0.107
H  -1.228  1.907  0.459  0.122
H  -0.378  -0.746  4.674  0.055
H  -1.183  0.496  -1.074  0.109
H  -1.392  -1.071  -2.854  0.093
H  -1.142  -3.706  -2.365  0.105
H  -1.136  -4.316  -0.049  0.107
H  -0.774  -2.811  1.754  0.124

ΔE to the lowest compared entry with this formula, charge and spin, eV: 3.628
SMILES: C=NN(C)CCC(=C=N)c1ccccc1


This record from the Open Molecules 2025 dataset describes one molecule with the formula C4H8O2 in a non-equilibrium geometry. The level of theory is ωB97M-V/def2-TZVPD.

Last column: Löwdin charge in e.
Geometry (Å):
C  2.102  0.505  -0.430  -0.116
O  0.737  0.175  -0.516  -0.196
C  0.235  -0.394  0.667  -0.247
C  -1.252  -0.690  0.495  -0.130
C  -2.143  0.474  0.174  -0.265
O  -3.338  0.306  0.181  0.036
H  2.395  0.925  -1.395  0.090
H  2.720  -0.382  -0.223  0.090
H  2.296  1.253  0.357  0.090
H  0.389  0.312  1.511  0.130
H  0.788  -1.310  0.938  0.124
H  -1.650  -1.209  1.374  0.127
H  -1.589  -1.319  -0.349  0.137
H  -1.726  1.429  -0.199  0.130

ΔE to the lowest compared entry with this formula, charge and spin, eV: 1.789
SMILES: COCCC=O


This record from the Open Molecules 2025 dataset describes a 2-piece molecular cluster, C4H6BrNO overall in a non-equilibrium geometry. The level of theory is ωB97M-V/def2-TZVPD.

Last column: Löwdin charge in e.
Geometry (Å):
C  1.125  0.907  -1.111  -0.287
C  -1.055  -1.130  -0.064  -0.124
C  0.049  -0.804  0.825  -0.447
C  0.493  1.819  -0.229  -0.611
N  1.545  -0.086  -1.533  0.201
O  0.251  0.475  1.222  -0.143
Br  1.316  3.197  0.632  0.860
H  -2.160  -0.941  0.218  0.105
H  -1.092  -0.529  -0.928  0.036
H  -1.011  -2.228  -0.290  0.102
H  0.931  -1.264  0.248  0.113
H  0.077  -1.514  1.626  0.123
H  -0.469  2.098  -0.616  0.073

ΔE to the lowest compared entry with this formula, charge and spin, eV: 3.574